Density functional theory data (ωB97M-V with the def2-TZVPD basis set) for a molecular structure, C25H45CrN2P3SSe at a distorted geometry.

Structure (XYZ):
```
78
C25H45CrN2P3SSe (ωB97M-V with the def2-TZVPD basis set)
Se -1.081 1.358 1.309
Cr 0.185 -0.162 -0.234
S 0.481 1.759 -1.772
P -1.294 -0.907 -1.868
P 2.608 0.318 0.733
P 0.187 -2.114 1.023
N -3.584 1.306 2.679
N -2.459 -0.471 3.197
C 3.908 -0.923 0.621
C 2.353 0.712 2.491
C 0.821 -2.209 2.741
C -4.028 -1.339 5.030
C -1.432 -2.937 1.280
C -1.136 -2.647 -2.320
C -5.935 0.157 5.361
C 1.819 1.441 -2.822
C 3.532 2.760 -5.928
C 2.040 0.193 -3.437
C 1.192 -3.407 0.235
C 2.898 3.891 -5.602
C -3.636 -0.524 3.965
C -2.426 0.650 2.418
C 2.784 2.459 -2.803
C 3.361 1.883 0.162
C -2.970 -0.741 -1.132
C -1.484 -0.036 -3.455
C -3.952 2.640 2.242
C 4.107 2.056 -3.021
C 4.372 0.828 -3.651
C -5.192 -0.980 5.714
C -5.509 0.973 4.313
C 3.341 -0.084 -3.887
C -4.357 0.609 3.624
H 3.511 -1.016 -4.434
H -1.245 -3.812 1.921
H 5.368 0.667 -4.073
H -3.713 -1.041 -1.885
H 4.909 2.747 -2.793
H -3.882 3.311 3.109
H -1.673 -1.152 3.247
H 1.618 0.984 -0.623
H 1.278 0.819 2.733
H 3.588 1.818 -0.902
H 0.454 -1.383 3.365
H -6.050 1.864 4.015
H -2.211 -0.582 -4.077
H 4.437 2.477 -5.386
H 1.919 -2.200 2.754
H -3.140 0.302 -0.829
H -6.848 0.352 5.937
H -1.885 -3.272 0.341
H 4.291 2.062 0.703
H 2.827 -0.090 3.084
H 2.466 3.482 -2.536
H -4.976 2.582 1.857
H -3.066 -1.375 -0.244
H -2.137 -2.271 1.798
H -5.559 -1.575 6.540
H 3.741 -1.708 1.370
H 3.242 2.147 -6.766
H 1.057 -4.337 0.799
H -0.533 0.022 -3.998
H 2.160 4.333 -6.280
H 1.208 -0.513 -3.431
H 0.477 -3.163 3.169
H -1.834 0.997 -3.307
H -3.414 -2.208 5.268
H 4.862 -0.424 0.839
H 3.961 -1.382 -0.374
H -1.451 -3.311 -1.513
H 3.149 4.453 -4.681
H 2.248 -3.120 0.251
H -0.094 -2.872 -2.560
H -1.745 -2.856 -3.205
H 2.869 1.673 2.651
H 0.888 -3.564 -0.802
H 2.644 2.707 0.279
H -3.233 2.917 1.466
```

Results
**Lowest unoccupied orbital energy (alpha / beta)**: -11.12 / -9.96 eV
**E_tot**: -162078.018 eV
**Highest occupied orbital energy (alpha / beta)**: -0.5702 / -0.5702 Ha
**Multiplicity**: 4
**HOMO-LUMO gap (alpha / beta)**: 4.400 / 5.553 eV
**Charge**: +3


Density functional theory data (ωB97M-V with the def2-TZVPD basis set) for a molecular structure, C25H45FIrNOSeSi4 at a distorted geometry.

Structure (XYZ):
```
79
C25H45FIrNOSeSi4 (ωB97M-V with the def2-TZVPD basis set)
Ir -0.394 0.552 -0.885
Se -1.404 -1.732 -2.179
Si 0.086 -0.418 2.308
Si -2.622 0.593 0.992
Si -0.436 2.663 1.667
Si 2.481 -0.982 -1.658
F -0.688 0.893 -2.813
O -2.507 0.847 -0.702
N 1.501 0.449 -1.030
C -0.643 -0.233 4.029
C 0.102 -5.543 -2.621
C 0.687 3.785 -1.898
C -1.195 -5.572 -0.587
C -0.779 0.835 1.165
C 2.026 -1.084 -3.452
C -0.980 -3.532 -1.847
C 1.399 3.061 1.705
C -0.242 -2.182 1.766
C 2.066 -2.468 -0.640
C 4.318 -0.740 -1.487
C -3.311 -1.106 1.295
C -3.519 0.972 -1.709
C -3.842 1.766 1.751
C 0.708 2.478 -1.495
C 3.098 2.355 -1.417
C -0.185 -4.202 -2.788
C 1.939 4.380 -2.051
C -1.487 -4.229 -0.747
C -1.323 3.839 0.484
C 1.935 -0.139 2.388
C 1.843 1.737 -1.316
C -0.398 -6.226 -1.519
C -1.076 3.066 3.382
C 3.122 3.683 -1.788
H -0.453 2.635 4.165
H 1.057 -2.845 -0.779
H 2.190 0.711 3.020
H -1.506 3.410 -0.499
H -0.432 -2.253 0.696
H -4.832 1.549 1.339
H -3.027 1.172 -2.657
H -3.901 1.602 2.830
H 1.795 2.920 2.712
H 1.551 4.110 1.438
H -2.114 -3.725 -0.025
H 0.709 -6.061 -3.352
H -0.719 4.739 0.346
H 2.757 -3.267 -0.923
H 4.071 4.194 -1.878
H 2.411 -1.025 2.817
H 0.613 -2.821 1.994
H -0.167 0.568 4.594
H -0.492 -1.161 4.586
H 0.203 -3.657 -3.639
H 4.626 -0.496 -0.468
H 2.000 2.457 1.030
H 4.007 1.821 -1.176
H -0.169 -7.275 -1.387
H -4.397 -1.086 1.176
H -4.176 1.801 -1.449
H 0.948 -1.030 -3.611
H 2.478 -0.253 -3.998
H -2.284 4.158 0.887
H 2.404 -2.018 -3.875
H -0.224 4.333 -2.085
H -1.046 4.152 3.501
H 2.213 -2.262 0.421
H -2.103 2.746 3.555
H 4.735 0.000 -2.169
H 1.988 5.415 -2.365
H -4.091 0.046 -1.778
H -2.904 -1.828 0.590
H -3.630 2.818 1.582
H -1.716 -0.030 4.006
H 2.376 0.036 1.404
H 4.766 -1.706 -1.738
H -1.106 -2.596 2.288
H -3.099 -1.451 2.309
H -1.592 -6.111 0.262
```

Results
**Lowest unoccupied orbital energy (alpha / beta)**: -5.42 / -5.50 eV
**E_tot**: -132602.178 eV
**Highest occupied orbital energy (alpha / beta)**: -0.4081 / -0.4134 Ha
**Multiplicity**: 2
**HOMO-LUMO gap (alpha / beta)**: 5.682 / 5.747 eV
**Charge**: +1
**Relative energy (zero: lowest compared OMol25 entry of this formula, charge and spin)**: 1.025 eV